(1)
Formula: C5H9N6O
Source: OMol25
Level of theory: ωB97M-V/def2-TZVPD

Summary:
LUMO level (alpha / beta) ... -2.6 / -6.5 eV
Spin multiplicity ... 3
Kohn-Sham gap (alpha / beta) ... 6.29 / 7.12 eV
Total charge ... +1
E ... -16310.1273 eV
<S²> ... 2.013

CARTESIAN COORDINATES (ANGSTROEM)
C -0.6417 -2.6296 -1.1898
C 0.2535 1.4568 0.4705
C -0.3409 0.1181 2.6028
C -0.4587 -1.5252 0.6924
C -0.0717 -0.7870 -0.3935
N -0.1791 -1.4623 -1.5398
N -0.8514 -2.6956 0.1484
N -0.0743 1.2967 1.7579
N 0.3269 0.5692 -0.4609
N -0.5840 -1.0938 2.0509
N 1.1061 2.2305 -2.4444
O -0.4738 0.2990 3.7958
H -0.9310 -3.5299 -1.7394
H 0.4844 2.3875 0.1809
H -0.9322 -3.5587 0.6332
H -0.3069 2.0638 2.3775
H 1.7395 2.9141 -2.0920
H -0.5007 -1.8327 2.7331
H 0.3199 2.7550 -2.7639
H 0.6187 1.1507 -1.5258
H 1.4973 1.8734 -3.2939



(2)
Formula: C4H13NO2
Source: OMol25
Level of theory: ωB97M-V/def2-TZVPD

Summary:
LUMO level ... 0.7 eV
SMILES string ... CNCCCO.O
Kohn-Sham gap ... 9.05 eV
E ... -9943.1301 eV

CARTESIAN COORDINATES (ANGSTROEM)
C 2.0250 -2.1200 0.9652
N 1.2538 -2.1171 -0.2895
C 1.4961 -0.9508 -1.1204
C 0.8743 0.3791 -0.6059
C -0.6242 0.3819 -0.8091
O -1.2423 1.6010 -0.4377
H 3.0202 -1.7712 0.7403
H 1.4444 -1.6598 1.7660
H 2.1256 -3.1451 1.2924
H 0.2708 -2.2567 -0.1166
H 2.5608 -0.7625 -1.0971
H 1.0863 -1.0973 -2.1211
H 1.2101 0.6436 0.4036
H 1.3044 1.1937 -1.2027
H -1.1166 -0.4850 -0.3536
H -0.7629 0.2614 -1.8890
H -1.6565 1.5102 0.4308
O -3.0339 2.2317 1.7049
H -3.3871 2.8014 1.0077
H -2.8375 2.9146 2.3589



(3)
Formula: C6H14
Source: OMol25
Level of theory: ωB97M-V/def2-TZVPD

Summary:
LUMO level ... 1.1 eV
Kohn-Sham gap ... 8.94 eV
E ... -6444.9970 eV

CARTESIAN COORDINATES (ANGSTROEM)
C 2.5148 0.8603 0.1286
C 1.5583 -0.2032 -0.4522
C 0.0772 0.1992 -0.3519
C -0.5211 -0.2073 0.7885
C -1.7682 0.2825 1.4690
C -2.3777 -0.9794 0.7985
H 3.4514 0.3689 0.3900
H 2.5512 1.6456 -0.6277
H 2.0979 1.3188 1.0278
H 1.5534 -1.0876 0.1936
H 1.9445 -0.5236 -1.4236
H 0.5179 0.4483 -3.7917
H -0.3690 0.1571 -1.3363
H -0.0732 -1.0181 1.3647
H -1.9955 1.2780 1.1104
H 0.2046 1.1183 -3.8643
H -1.5960 0.2825 2.5408
H -2.3498 -0.9748 -0.2828
H -1.9767 -1.9006 1.2123
H -3.4439 -1.0648 1.1061



(4)
Formula: C5H16N4
Source: OMol25
Level of theory: ωB97M-V/def2-TZVPD

Summary:
LUMO level ... 0.9 eV
SMILES string ... CC(C)(N)CC(N)(N)N
Kohn-Sham gap ... 9.80 eV
E ... -11405.5360 eV

CARTESIAN COORDINATES (ANGSTROEM)
C -1.3016 -1.2506 -0.7750
C -1.2511 -0.0054 0.1082
C -1.5647 1.2290 -0.7402
N -2.3399 -0.1284 1.0782
C 0.0989 0.1405 0.8579
C 1.4463 -0.0245 0.1109
N 1.7694 -1.4305 0.0141
N 2.5516 0.5604 0.8767
N 1.3976 0.6008 -1.2026
H -0.6208 -1.1408 -1.6135
H -1.0453 -2.1389 -0.2020
H -2.3130 -1.3677 -1.1556
H -1.4666 2.1392 -0.1518
H -2.5911 1.1596 -1.0908
H -0.8994 1.2810 -1.5944
H -2.3553 0.6732 1.6997
H -2.2190 -0.9605 1.6455
H 0.1229 -0.6059 1.6581
H 0.0988 1.1301 1.3285
H 2.7175 -1.5279 -0.3348
H 1.1444 -1.8862 -0.6372
H 2.7439 -0.0115 1.6904
H 2.3216 1.4966 1.1919
H 2.2950 0.4682 -1.6601
H 1.2600 1.6004 -1.1021



(5)
Formula: C12H11NOS
Source: OMol25
Level of theory: ωB97M-V/def2-TZVPD

Summary:
LUMO level ... 0.3 eV
SMILES string ... C/C=N/c1cccc2cccc(SO)c12
Kohn-Sham gap ... 8.47 eV
E ... -26992.9765 eV

CARTESIAN COORDINATES (ANGSTROEM)
C 3.9641 0.2385 0.2118
C 2.5210 0.0017 0.5910
N 1.6969 -0.1040 -0.3629
C 0.4455 -0.6633 -0.1476
C 0.3590 -2.0289 -0.1803
C -0.8314 -2.8353 -0.1776
C -1.9633 -2.1234 -0.0004
C -1.9345 -0.7118 0.1010
C -3.2017 0.0340 0.0068
C -3.1615 1.3602 -0.1325
C -2.0280 2.1034 0.1851
C -0.8654 1.4783 0.2981
S 0.6749 2.4695 0.4212
O 1.1010 2.4898 -1.1725
C -0.7172 0.0680 0.0695
H 4.5851 -0.3092 0.8913
H 4.3464 0.1280 -0.7488
H 4.2995 1.3266 0.3468
H 2.3154 0.0962 1.6627
H 1.2743 -2.6351 -0.3085
H -0.8564 -3.8466 -0.1070
H -2.9177 -2.5937 -0.1277
H -4.1953 -0.5246 0.0411
H -4.0756 1.8703 -0.3556
H -2.1799 3.1598 0.3833
H 1.3447 1.5517 -1.3882